(1)
164
Properties=species:S:1:pos:R:3:lowdin_charge:R:1 method="wB97M-V/def2-TZVPD" total_energy_ev=-708160.123 homo_energy_ev=-8.2 molar_mass_da=2376.8 relative_energy_ev=0.897 multiplicity=1
H -3.987 -5.304 -0.751 0.02
Cl 6.750 -2.245 5.771 0.51
C -1.156 2.095 -3.728 -0.15
H -9.847 -1.256 4.270 0.03
Br -2.670 4.208 -2.225 0.66
H -8.641 -1.892 3.131 -0.08
Cl 2.495 1.648 -6.273 0.53
Cl 7.861 4.019 2.877 0.56
Cl 1.678 0.485 6.538 0.52
H 1.250 8.565 3.038 0.01
C -9.785 0.582 -1.465 -1.04
H 1.180 11.970 -4.502 -0.04
H 7.309 1.258 1.512 0.02
H -4.077 -1.504 2.762 0.10
Cl 3.481 9.259 3.324 0.52
C -1.011 3.334 -2.857 -0.76
H -3.492 0.863 1.541 0.07
C -5.744 -9.391 2.411 -1.02
H 4.002 -4.705 4.535 0.01
C 4.379 5.186 -5.895 -1.06
O -3.909 -1.234 -1.687 -0.11
C 1.015 13.034 -4.370 -1.04
Cl -1.096 -1.758 5.788 0.52
Cl 7.061 -0.632 2.901 0.49
H 2.297 5.565 1.591 -0.05
H -3.273 0.509 3.226 0.08
O 0.030 3.817 -2.512 0.02
C -3.316 0.389 -8.945 -0.97
H -1.442 -2.074 -9.506 -0.06
H -2.320 1.278 -2.108 0.09
H 0.085 2.584 0.911 0.02
H 3.884 9.962 -6.981 0.03
Cl 1.475 -7.866 3.467 0.53
H -3.732 1.375 -9.115 0.03
C -3.258 -1.285 2.058 -0.13
H 1.484 -0.288 -7.160 -0.08
Cl -3.100 -0.403 -10.512 0.55
Cl -4.006 -9.158 2.629 0.48
C -0.486 -2.545 7.251 -0.99
H 2.205 2.035 8.226 0.02
Cl 2.193 8.232 0.910 0.56
H 4.139 5.853 -5.066 -0.09
Cl 3.201 -5.649 -0.321 0.53
Cl -8.537 -0.292 -2.360 0.50
H -9.942 0.088 -0.512 -0.03
H 3.671 -3.159 5.350 -0.06
Cl 2.286 3.349 6.278 0.49
C 0.898 -2.663 0.632 -0.11
Cl -1.754 -5.613 -0.084 0.54
C -2.921 0.219 2.224 -0.21
H 3.495 4.638 -6.205 0.01
Cl 4.404 6.237 -2.904 0.59
H -1.024 0.754 4.602 -0.02
C 3.435 5.840 -1.479 -0.98
C 2.506 -1.200 1.621 -0.21
C -0.541 -2.551 -9.144 -1.00
Cl 1.689 -4.277 4.711 0.48
C -3.301 -0.784 -0.470 -0.11
C 3.880 -8.511 -3.096 -1.01
H 3.113 -6.812 1.724 -0.05
C 3.020 9.406 -6.632 -1.02
H 9.945 4.363 3.914 0.03
Cl 5.058 1.386 2.188 0.54
H 2.975 6.749 -1.105 -0.03
Si -1.099 0.734 2.108 0.60
H -3.996 -0.204 -8.343 0.03
C 6.505 -3.129 7.282 -0.99
Cl 5.611 4.038 -5.365 0.50
Cl -11.316 0.614 -2.350 0.50
C 1.515 -0.342 1.944 -0.11
C -3.070 -2.102 -2.425 -0.17
H -0.693 0.533 -2.319 0.13
C 3.884 -6.605 0.994 -1.00
Cl 1.926 3.767 3.047 0.53
H -3.851 -5.694 0.977 0.02
H 0.618 -3.579 0.108 0.08
H -0.203 -3.298 -9.853 0.03
Cl 0.336 -8.682 0.892 0.49
C -1.590 0.896 -2.842 -0.25
Cl 4.814 -3.598 7.499 0.55
H -1.902 2.212 -4.521 0.13
H 2.060 6.109 3.264 0.02
Cl 5.208 -5.737 1.794 0.52
H -1.635 2.965 1.190 0.03
Cl 0.011 5.775 2.143 0.51
C -1.955 -1.405 -3.267 -0.20
C 0.022 -7.931 2.462 -1.01
H 3.505 -9.050 -3.958 0.02
F -3.617 -2.975 0.446 0.05
Cl -1.787 0.565 -8.066 0.56
C 1.966 9.108 2.429 -1.00
H 0.463 1.537 3.941 -0.04
Cl 1.608 9.889 -7.579 0.51
Cl 4.953 6.162 -7.260 0.52
H -0.729 -8.517 2.981 0.01
Cl 4.429 5.132 -0.201 0.54
H 1.877 13.590 -4.722 0.03
C -3.491 -5.931 -0.019 -1.03
Cl -3.860 -7.622 -0.366 0.50
Cl 1.272 -2.702 7.226 0.46
C 9.586 3.712 3.125 -0.98
H -0.772 -1.952 8.114 0.03
Cl 3.611 -2.947 3.005 0.70
Cl -0.400 13.514 -5.314 0.50
H -1.105 -1.989 0.653 0.07
C -0.612 1.405 3.821 -0.20
H -0.923 -3.535 7.319 0.03
H 10.113 3.922 2.200 0.03
C 3.383 -3.812 4.528 -0.98
Cl 0.718 -1.323 -8.969 0.56
C 1.715 5.428 2.493 -1.03
C -3.835 -1.641 0.678 -0.49
Cl 4.161 -6.830 -3.559 0.50
Cl -7.790 -0.125 4.433 0.50
H -1.091 2.395 3.899 0.04
C -7.202 -3.828 1.655 -1.00
H -2.454 -1.969 2.350 0.11
Cl 0.787 13.366 -2.647 0.49
H 1.814 0.583 2.437 0.08
Cl 0.846 -0.359 -4.902 0.61
H -2.209 -0.823 -0.585 0.12
H -7.090 -2.953 1.023 0.02
H 7.143 1.700 3.223 -0.08
C 2.199 -2.479 0.930 -0.18
Cl -0.892 -3.341 -7.602 0.52
Cl 9.895 2.033 3.586 0.54
H -9.452 1.602 -1.305 0.03
H -0.151 1.903 -4.146 0.07
H 2.933 -3.218 0.651 0.01
H -3.733 -2.613 -3.140 0.13
H 3.185 8.343 -6.764 -0.03
H 2.668 5.127 -1.764 0.03
H -0.997 -1.515 -2.731 0.11
H 0.295 0.972 -6.758 -0.05
H 0.586 2.308 7.545 0.03
H -1.836 -1.974 -4.202 0.11
Cl 2.789 9.739 -4.909 0.52
H -3.582 0.271 -0.387 0.13
H -6.753 -4.692 1.175 0.01
H -1.191 1.833 -0.121 0.00
C 6.777 1.055 2.435 -1.08
H -6.149 -9.847 3.307 0.03
C 1.190 0.462 -6.428 -1.06
H 4.265 -7.534 0.581 0.01
H -2.616 -2.899 -1.814 0.11
H 1.589 10.100 2.205 0.03
O -2.240 -0.072 -3.642 -0.14
Cl -6.376 -3.531 3.189 0.54
Cl -9.756 -0.008 2.274 0.52
C 0.156 -0.590 1.625 -0.23
C -0.930 2.173 0.892 -0.17
Cl 2.700 -8.652 -1.784 0.49
H -0.341 -6.921 2.300 0.00
H -5.905 -10.039 1.556 0.03
F -5.195 -1.466 0.710 0.07
C 1.619 2.072 7.314 -1.00
H 3.532 -0.949 1.856 0.01
H 4.819 -8.943 -2.767 0.03
H 6.799 -2.489 8.106 0.03
C -9.062 -0.995 3.569 -1.04
C -0.091 -1.750 0.960 -0.12
Cl -6.581 -7.857 2.131 0.49
H 7.114 -4.026 7.274 0.03
Cl -8.926 -4.142 1.902 0.54


(2)
16
Properties=species:S:1:pos:R:3:lowdin_charge:R:1 method="wB97M-V/def2-TZVPD" total_energy_ev=-13388.537 homo_energy_ev="-9.1 / -8.6" molar_mass_da=138.1 relative_energy_ev=6.090 multiplicity=1
H -1.277 -2.741 -0.100 0.09
H 2.604 3.296 1.746 0.09
H -2.269 -0.377 1.420 0.10
C 0.540 1.008 0.830 -0.16
C 2.740 2.650 0.998 -0.15
O 2.850 3.152 -0.184 0.09
H -1.639 -1.706 -1.322 0.04
H -0.131 -2.196 -1.109 0.05
N 3.776 0.336 1.307 0.17
N -0.549 1.116 1.512 0.07
O 0.541 0.015 -0.061 0.04
C -0.944 -1.877 -0.626 0.01
C -1.337 0.005 1.110 -0.07
H 2.831 2.441 -0.875 0.16
C -0.663 -0.620 0.115 -0.29
C 3.214 1.327 1.267 -0.24


(3)
28
Properties=species:S:1:pos:R:3:lowdin_charge:R:1 method="wB97M-V/def2-TZVPD" total_energy_ev=-18798.686 homo_energy_ev=-10.8 molar_mass_da=166.1 relative_energy_ev=0.708 multiplicity=1
H -1.763 -0.991 -4.171 0.03
H -1.940 0.240 2.648 0.03
H -0.659 -1.751 -3.468 0.03
H 0.624 2.626 0.364 -0.02
O -0.874 2.759 -0.799 -0.03
H -2.132 -0.010 -1.010 0.02
H -1.695 2.601 -0.332 0.03
O -1.495 -3.881 0.895 -0.06
O -1.743 1.120 2.325 -0.05
H 3.044 0.767 0.221 0.03
H 0.655 0.787 2.897 0.00
H -1.035 3.557 -1.302 0.06
H -3.189 -0.485 -0.037 0.05
O 3.587 0.241 -0.366 -0.04
H -0.036 -0.546 3.089 0.00
He 0.258 -0.698 -0.172 0.09
H 3.324 -0.997 -1.797 -0.03
H -1.038 -3.613 1.692 0.02
H -0.971 -4.606 0.551 0.03
O 0.816 -0.117 3.169 -0.06
H -2.269 1.207 1.530 -0.01
O -1.516 -1.352 -3.320 -0.05
O -2.637 0.268 -0.246 -0.06
H 3.003 -2.474 -1.867 0.02
H 4.148 0.878 -0.809 0.05
H 0.853 3.452 1.611 0.03
O 1.261 2.784 1.060 -0.06
O 3.420 -1.767 -2.358 -0.07